Entry 1:
40
Properties=species:S:1:pos:R:3:forces:R:3 method="wB97M-V/def2-TZVPD" energy_ha=-1370.790090 smiles="O=S(=O)(c1ccccn1)n1ccc2cc3c(cc21)CCNCC3" relative_energy_ev=6.299 homo_ev=-8.34 orbital_gap_ev=8.06
O -0.84595 1.53622 2.97013 3.1 -2.7 -0.9
S 0.18184 0.44590 3.11543 -3.4 0.2 4.4
O 0.07606 -0.21363 4.49166 1.3 1.7 -4.2
C 1.89636 1.15969 2.89789 1.9 1.4 -1.0
C 2.42397 2.02520 3.89507 -0.1 0.2 0.6
C 3.69708 2.65122 3.70976 -0.1 -3.8 -1.1
C 4.43872 2.20730 2.55073 -0.2 2.3 -0.3
C 3.83417 1.42795 1.56082 -1.9 1.2 2.0
N 2.56670 0.98916 1.75139 -0.5 -1.2 0.2
N -0.03056 -0.87335 2.03428 0.4 1.5 2.2
C 0.11632 -2.19664 2.50862 0.7 -1.6 -4.0
C 0.09586 -3.00798 1.37194 -0.8 1.7 -0.4
C -0.23739 -2.18463 0.16531 0.9 1.9 3.3
C -0.48995 -2.31455 -1.17650 -0.1 2.5 -1.0
C -0.76387 -1.31039 -2.10502 -0.3 2.5 3.2
C -0.87493 0.03119 -1.55436 1.4 -1.7 1.3
C -0.50900 0.24721 -0.20940 -0.8 -1.0 0.2
C -0.23793 -0.84797 0.67688 -0.6 0.3 -2.7
C -1.37300 1.13765 -2.38738 4.8 2.3 -0.8
C -2.73511 1.12241 -2.72117 -3.0 -2.1 -3.6
N -3.30527 -0.19155 -2.72346 -1.1 -1.9 0.3
C -2.72226 -1.20145 -3.67658 -1.0 -0.6 1.1
C -1.20006 -1.45082 -3.49238 0.3 2.0 -1.4
H 1.84897 2.20288 4.82932 0.5 -0.2 -0.8
H 4.24950 2.99142 4.58455 -0.4 0.9 -0.4
H 5.35684 2.77539 2.21668 -0.7 -1.1 0.9
H 4.27809 1.34147 0.58824 0.1 -0.5 -0.3
H 0.42288 -2.56490 3.45686 -0.1 0.7 0.8
H 0.33088 -4.04482 1.29127 -0.1 -0.5 0.4
H -0.45602 -3.17570 -1.65228 0.2 -4.7 -1.6
H -0.65209 1.23534 0.19089 0.2 0.3 0.2
H -0.82144 1.29442 -3.36140 0.2 -0.7 1.0
H -1.22973 2.09713 -1.91109 0.6 0.3 0.6
H -3.28449 1.69632 -2.08047 -1.8 1.6 1.7
H -2.91681 1.46006 -3.75547 0.1 0.6 0.4
H -3.40356 -0.48095 -1.72048 0.3 -0.4 -1.7
H -3.32156 -2.17703 -3.51820 0.9 1.5 -0.3
H -2.83126 -0.86475 -4.74102 -0.4 -0.1 1.0
H -0.85308 -2.34369 -3.92943 0.1 -1.4 -0.6
H -0.71890 -0.63072 -4.14161 -0.3 -1.1 1.1

Entry 2:
86
Properties=species:S:1:pos:R:3:forces:R:3 method="wB97M-V/def2-TZVPD" spin_multiplicity=4 total_charge=-2 energy_ha=-6584.811355 relative_energy_ev=0.914 homo_ev="-1.35 / -1.35" orbital_gap_ev="5.64 / 5.65"
Nd 0.50449 -0.23239 -0.05941 0.2 1.4 -2.6
Br 2.26353 2.04052 1.92736 0.0 -0.1 0.0
C 2.87795 3.05498 0.45159 0.0 0.0 0.0
C 3.94550 3.87206 0.67727 0.1 0.1 -0.2
C 4.46397 4.64875 -0.38570 0.0 -0.1 0.1
C 3.88671 4.57420 -1.61783 -0.1 -0.1 0.0
C 2.76739 3.73064 -1.85298 0.0 0.0 0.0
C 2.17699 3.67524 -3.13865 0.1 0.0 0.1
C 1.08198 2.89032 -3.34395 -0.1 0.0 0.0
C 0.55259 2.11889 -2.28388 -0.1 0.2 -0.1
C 1.08261 2.06756 -1.01256 0.3 0.5 0.1
C 2.21487 2.92690 -0.80796 0.1 0.2 0.0
H 4.39451 3.91379 1.66132 0.0 0.0 0.0
H 5.31888 5.29298 -0.21108 0.0 0.0 0.0
H 4.27452 5.15954 -2.44673 0.0 0.0 0.0
H 2.61105 4.26131 -3.94351 0.0 0.0 0.0
H 0.62456 2.83966 -4.32798 0.0 0.0 0.0
H -0.32652 1.52096 -2.51958 0.0 -0.1 0.0
C -3.80025 0.24799 1.40545 0.1 0.0 0.0
P -2.47479 0.82461 0.25572 -0.1 0.1 -0.2
C -2.67537 2.65475 0.06555 0.0 0.0 0.0
C -3.61196 0.48596 -1.35956 0.0 0.0 0.0
C -4.92085 0.96832 -1.49167 0.0 0.0 0.0
C -5.71259 0.68899 -2.59596 0.1 0.0 0.0
C -5.20225 -0.09918 -3.62497 0.1 0.0 0.1
C -3.91483 -0.60183 -3.51754 0.0 0.1 0.1
C -3.12401 -0.32267 -2.39370 0.0 0.1 -0.1
P -1.44206 -1.04388 -2.21272 -0.4 -0.6 0.0
C -0.97557 -1.47034 -3.92864 0.0 0.0 -0.1
C -1.89271 -2.71934 -1.57887 0.0 0.1 -0.1
H -4.20401 1.09970 1.96005 0.0 -0.1 0.0
H -3.35478 -0.43421 2.13134 0.0 0.0 -0.1
H -4.60701 -0.26407 0.88158 0.0 0.0 0.0
H -3.62013 2.91777 -0.40915 0.0 0.0 0.0
H -1.85699 3.02226 -0.56012 0.0 0.0 0.0
H -2.61340 3.13997 1.03828 0.0 0.0 0.0
H -5.34090 1.58489 -0.69821 0.0 0.0 0.0
H -6.72175 1.08447 -2.65976 0.0 0.0 0.0
H -5.80466 -0.32395 -4.49836 0.0 0.0 0.0
H -3.52568 -1.22289 -4.31686 0.0 0.0 0.0
H -1.57433 -2.29638 -4.32020 0.0 0.0 0.0
H 0.07694 -1.75158 -3.90721 0.0 0.0 0.0
H -1.08144 -0.59974 -4.57924 0.0 0.0 0.0
H -2.66376 -3.16932 -2.21154 0.0 0.0 0.0
H -2.25677 -2.63701 -0.55477 0.0 0.0 0.0
H -0.99585 -3.34224 -1.55577 0.0 0.0 0.0
O -0.49518 -1.88427 1.19915 -0.4 -0.6 0.8
C 0.64278 -1.97782 1.74031 0.0 -0.6 1.0
O 1.36423 -0.93642 1.88506 0.2 -0.9 0.8
C 1.21251 -3.31419 2.08087 0.0 0.0 0.0
C 1.23061 -3.82984 3.36607 0.0 0.0 -0.1
C 1.78906 -5.08101 3.60548 0.0 0.0 -0.1
C 2.33144 -5.78517 2.53315 0.0 0.1 -0.1
C 2.32522 -5.25276 1.24974 0.0 0.0 0.1
C 1.77128 -3.99121 0.97980 0.0 0.0 0.0
S 1.76613 -3.23214 -0.59716 0.0 0.0 0.2
H 0.80640 -3.25375 4.18246 0.0 0.0 0.0
H 1.80379 -5.49522 4.60644 0.0 0.0 0.0
H 2.77336 -6.76202 2.70263 0.0 0.0 0.0
H 2.76423 -5.80308 0.42573 0.0 0.0 0.0
F -3.54427 3.44089 6.78184 0.0 0.0 0.0
C -2.97001 2.91210 5.65422 0.0 0.0 0.0
C -2.43969 3.75629 4.70552 0.1 0.0 -0.2
C -1.85432 3.20942 3.56630 -0.1 0.1 0.1
C -1.79251 1.81768 3.33999 0.0 0.1 -0.2
C -1.25563 1.25742 2.10709 0.1 0.1 0.3
C -2.33772 1.01026 4.35999 -0.1 0.0 0.1
C -2.92109 1.54327 5.50219 0.1 -0.2 -0.1
H -2.47129 4.82838 4.86389 0.0 0.0 0.0
H -1.40550 3.87374 2.83424 0.0 0.0 0.0
H -0.51192 1.92275 1.66369 0.0 0.0 0.0
H -0.84279 0.26214 2.27240 0.0 0.0 0.2
H -2.28928 -0.06816 4.24863 0.0 0.0 0.0
H -3.33016 0.90448 6.27633 0.0 0.0 0.0
F 6.88438 -0.90512 -3.27133 0.0 0.0 0.0
C 5.55506 -0.85091 -3.02658 0.2 0.0 0.0
C 4.64438 -1.08360 -4.03397 -0.1 -0.1 -0.2
F 5.09556 -1.36779 -5.27458 0.0 0.0 0.0
C 3.28453 -1.02618 -3.79442 0.1 -0.1 -0.3
F 2.44543 -1.26298 -4.82578 0.0 0.0 0.0
C 2.75527 -0.73644 -2.53027 -0.5 0.2 0.2
O 1.49448 -0.65949 -2.26526 0.3 -0.1 0.0
C 3.72555 -0.50568 -1.54265 0.1 0.0 0.0
F 3.27143 -0.21331 -0.30893 0.0 0.1 0.3
C 5.07996 -0.55618 -1.76206 0.1 0.0 0.1
F 5.94927 -0.32454 -0.76401 0.0 0.0 0.0

Entry 3:
91
Properties=species:S:1:pos:R:3:forces:R:3 method="wB97M-V/def2-TZVPD" total_charge=+1 energy_ha=-2480.709671 relative_energy_ev=0.000 homo_ev=-10.63 orbital_gap_ev=8.24
Tl -0.04465 -0.02648 0.08848 0.0 -0.1 0.0
C -0.81942 2.72757 4.85530 0.0 0.0 0.0
C -0.95396 2.59460 3.37722 0.0 -0.1 0.0
C -1.49997 3.48729 2.47953 0.0 -0.1 0.0
C -1.41420 2.88191 1.22459 0.0 0.0 0.0
N -0.80695 1.69098 1.36149 -0.1 0.1 0.1
N -0.54534 1.51283 2.69079 0.0 0.0 0.0
B -0.14624 0.13202 3.26635 0.0 0.0 0.0
N -1.14656 -0.94589 2.75082 0.0 -0.1 0.0
N -1.26780 -1.26851 1.43194 0.0 0.0 0.0
C -2.14427 -2.26841 1.32005 0.0 0.0 -0.1
C -2.61865 -2.58935 2.59174 0.0 0.1 0.0
C -1.96337 -1.74182 3.46618 0.0 0.1 0.0
C -2.07546 -1.66965 4.94987 0.0 0.0 0.0
C -2.48333 -2.89377 0.03337 0.0 0.0 0.0
C -3.77430 -3.36863 -0.17912 -0.1 0.1 0.0
C -4.11478 -3.95958 -1.38499 0.0 0.0 0.0
C -3.16935 -4.08662 -2.39255 0.0 0.0 0.0
C -1.87612 -3.62822 -2.18529 -0.1 0.0 0.0
C -1.53833 -3.04477 -0.97637 0.1 0.1 0.0
N 1.28789 -0.27338 2.84924 0.0 0.0 0.0
N 1.53267 -0.70214 1.58487 0.1 0.0 0.0
C 2.77913 -1.17962 1.54843 0.0 0.1 0.0
C 3.36597 -1.01186 2.80372 -0.1 0.0 0.0
C 2.38772 -0.44882 3.60369 -0.1 0.0 0.0
C 2.44649 -0.10429 5.05158 0.0 0.0 0.0
C 3.34675 -1.81728 0.35301 0.1 0.1 0.0
C 4.70994 -1.70765 0.08480 0.0 0.1 0.0
C 5.26249 -2.35241 -1.00943 0.0 0.0 0.0
C 4.46303 -3.12240 -1.84335 0.0 0.0 0.0
C 3.10696 -3.24459 -1.57752 0.0 0.0 0.0
C 2.55470 -2.59307 -0.48689 -0.1 -0.1 0.0
C -1.98072 3.40552 -0.03069 0.0 0.0 0.0
C -1.54198 3.00078 -1.28411 0.0 0.1 -0.1
C -2.13647 3.48650 -2.43761 0.0 0.0 0.0
C -3.17535 4.39998 -2.35122 0.0 0.0 0.0
C -3.61441 4.82162 -1.10441 0.0 0.0 0.0
C -3.02602 4.32574 0.04626 0.0 0.0 0.0
H -1.09351 3.73745 5.15140 0.0 0.0 0.0
H 0.20148 2.53759 5.18168 0.0 0.0 0.0
H -1.47263 2.02980 5.37775 0.0 0.0 0.0
H -1.91146 4.45174 2.71062 0.0 0.1 0.0
H -0.20342 0.18881 4.45132 0.0 0.0 0.0
H -3.32539 -3.35684 2.84921 0.0 -0.1 0.0
H -2.79229 -2.41211 5.29269 0.0 0.0 0.0
H -2.41558 -0.68762 5.27535 0.0 0.0 0.0
H -1.11817 -1.86942 5.42930 0.0 0.0 0.0
H -4.52331 -3.25058 0.59224 0.0 0.0 0.0
H -5.12321 -4.31591 -1.54008 0.0 0.0 0.0
H -3.43662 -4.54825 -3.33263 0.0 0.0 0.0
H -1.12939 -3.73321 -2.95984 0.0 0.0 0.0
H -0.51109 -2.73331 -0.81880 0.0 0.0 0.0
H 4.34960 -1.31417 3.11304 0.1 0.0 0.0
H 3.43493 -0.33718 5.43917 0.0 0.0 0.0
H 1.71229 -0.67019 5.62330 0.0 0.0 0.0
H 2.25468 0.95565 5.21614 0.0 0.0 0.0
H 5.33861 -1.10804 0.73067 0.0 0.0 0.0
H 6.32167 -2.26010 -1.20740 0.0 0.0 0.0
H 4.89730 -3.63054 -2.69242 0.0 0.0 0.0
H 2.48143 -3.85966 -2.20967 0.0 0.0 0.0
H 1.51205 -2.75751 -0.24414 0.0 0.1 0.0
H -0.71106 2.32368 -1.37761 0.1 -0.1 0.0
H -1.78098 3.15106 -3.40319 0.0 0.0 0.0
H -3.63820 4.78432 -3.24919 0.0 0.0 0.0
H -4.42561 5.53203 -1.02646 0.0 0.0 0.0
H -3.40171 4.63781 1.01020 0.0 0.0 0.0
C 2.69794 1.91699 -0.29873 -0.1 -0.1 0.0
Si 2.15827 1.33904 -1.99292 -0.1 -0.1 -0.1
C 1.75628 2.85377 -3.00506 -0.1 -0.1 0.0
C 3.52257 0.36184 -2.81384 0.0 0.1 0.0
N 0.69533 0.33436 -1.79973 0.0 0.2 0.0
C -0.14781 0.04753 -2.88089 0.1 0.0 -0.1
C 0.34367 -0.05754 -4.18789 0.0 -0.1 0.0
C -0.49000 -0.32505 -5.26129 0.0 0.0 0.0
C -1.85270 -0.50806 -5.07612 0.0 0.0 0.1
C -2.37492 -0.40574 -3.79604 0.1 0.0 0.0
C -1.52123 -0.12940 -2.75480 -0.2 0.2 0.1
F -2.07664 0.01735 -1.50184 0.0 -0.2 -0.1
H 3.32484 2.79622 -0.45727 0.1 0.0 0.0
H 3.29677 1.18065 0.23076 0.1 -0.1 0.1
H 1.88412 2.24325 0.35514 -0.1 0.0 0.0
H 2.68552 3.29860 -3.36415 0.1 0.0 0.0
H 1.23573 3.60492 -2.41176 -0.1 0.0 0.0
H 1.14232 2.63272 -3.87837 0.0 0.0 0.0
H 4.46011 0.48856 -2.27091 0.0 0.0 0.0
H 3.69162 0.70014 -3.83687 0.0 0.0 -0.1
H 3.29988 -0.70320 -2.83649 0.0 -0.1 0.0
H 1.40440 0.05422 -4.35928 0.1 0.0 0.0
H -0.06241 -0.40059 -6.25131 0.0 0.0 0.0
H -2.50172 -0.71964 -5.91313 0.0 0.0 0.0
H -3.42810 -0.52442 -3.58965 -0.1 0.0 0.0

Repeat the first record exactly.
40
Properties=species:S:1:pos:R:3:forces:R:3 method="wB97M-V/def2-TZVPD" energy_ha=-1370.790090 smiles="O=S(=O)(c1ccccn1)n1ccc2cc3c(cc21)CCNCC3" relative_energy_ev=6.299 homo_ev=-8.34 orbital_gap_ev=8.06
O -0.84595 1.53622 2.97013 3.1 -2.7 -0.9
S 0.18184 0.44590 3.11543 -3.4 0.2 4.4
O 0.07606 -0.21363 4.49166 1.3 1.7 -4.2
C 1.89636 1.15969 2.89789 1.9 1.4 -1.0
C 2.42397 2.02520 3.89507 -0.1 0.2 0.6
C 3.69708 2.65122 3.70976 -0.1 -3.8 -1.1
C 4.43872 2.20730 2.55073 -0.2 2.3 -0.3
C 3.83417 1.42795 1.56082 -1.9 1.2 2.0
N 2.56670 0.98916 1.75139 -0.5 -1.2 0.2
N -0.03056 -0.87335 2.03428 0.4 1.5 2.2
C 0.11632 -2.19664 2.50862 0.7 -1.6 -4.0
C 0.09586 -3.00798 1.37194 -0.8 1.7 -0.4
C -0.23739 -2.18463 0.16531 0.9 1.9 3.3
C -0.48995 -2.31455 -1.17650 -0.1 2.5 -1.0
C -0.76387 -1.31039 -2.10502 -0.3 2.5 3.2
C -0.87493 0.03119 -1.55436 1.4 -1.7 1.3
C -0.50900 0.24721 -0.20940 -0.8 -1.0 0.2
C -0.23793 -0.84797 0.67688 -0.6 0.3 -2.7
C -1.37300 1.13765 -2.38738 4.8 2.3 -0.8
C -2.73511 1.12241 -2.72117 -3.0 -2.1 -3.6
N -3.30527 -0.19155 -2.72346 -1.1 -1.9 0.3
C -2.72226 -1.20145 -3.67658 -1.0 -0.6 1.1
C -1.20006 -1.45082 -3.49238 0.3 2.0 -1.4
H 1.84897 2.20288 4.82932 0.5 -0.2 -0.8
H 4.24950 2.99142 4.58455 -0.4 0.9 -0.4
H 5.35684 2.77539 2.21668 -0.7 -1.1 0.9
H 4.27809 1.34147 0.58824 0.1 -0.5 -0.3
H 0.42288 -2.56490 3.45686 -0.1 0.7 0.8
H 0.33088 -4.04482 1.29127 -0.1 -0.5 0.4
H -0.45602 -3.17570 -1.65228 0.2 -4.7 -1.6
H -0.65209 1.23534 0.19089 0.2 0.3 0.2
H -0.82144 1.29442 -3.36140 0.2 -0.7 1.0
H -1.22973 2.09713 -1.91109 0.6 0.3 0.6
H -3.28449 1.69632 -2.08047 -1.8 1.6 1.7
H -2.91681 1.46006 -3.75547 0.1 0.6 0.4
H -3.40356 -0.48095 -1.72048 0.3 -0.4 -1.7
H -3.32156 -2.17703 -3.51820 0.9 1.5 -0.3
H -2.83126 -0.86475 -4.74102 -0.4 -0.1 1.0
H -0.85308 -2.34369 -3.92943 0.1 -1.4 -0.6
H -0.71890 -0.63072 -4.14161 -0.3 -1.1 1.1

Copy entry 1 word for word.
40
Properties=species:S:1:pos:R:3:forces:R:3 method="wB97M-V/def2-TZVPD" energy_ha=-1370.790090 smiles="O=S(=O)(c1ccccn1)n1ccc2cc3c(cc21)CCNCC3" relative_energy_ev=6.299 homo_ev=-8.34 orbital_gap_ev=8.06
O -0.84595 1.53622 2.97013 3.1 -2.7 -0.9
S 0.18184 0.44590 3.11543 -3.4 0.2 4.4
O 0.07606 -0.21363 4.49166 1.3 1.7 -4.2
C 1.89636 1.15969 2.89789 1.9 1.4 -1.0
C 2.42397 2.02520 3.89507 -0.1 0.2 0.6
C 3.69708 2.65122 3.70976 -0.1 -3.8 -1.1
C 4.43872 2.20730 2.55073 -0.2 2.3 -0.3
C 3.83417 1.42795 1.56082 -1.9 1.2 2.0
N 2.56670 0.98916 1.75139 -0.5 -1.2 0.2
N -0.03056 -0.87335 2.03428 0.4 1.5 2.2
C 0.11632 -2.19664 2.50862 0.7 -1.6 -4.0
C 0.09586 -3.00798 1.37194 -0.8 1.7 -0.4
C -0.23739 -2.18463 0.16531 0.9 1.9 3.3
C -0.48995 -2.31455 -1.17650 -0.1 2.5 -1.0
C -0.76387 -1.31039 -2.10502 -0.3 2.5 3.2
C -0.87493 0.03119 -1.55436 1.4 -1.7 1.3
C -0.50900 0.24721 -0.20940 -0.8 -1.0 0.2
C -0.23793 -0.84797 0.67688 -0.6 0.3 -2.7
C -1.37300 1.13765 -2.38738 4.8 2.3 -0.8
C -2.73511 1.12241 -2.72117 -3.0 -2.1 -3.6
N -3.30527 -0.19155 -2.72346 -1.1 -1.9 0.3
C -2.72226 -1.20145 -3.67658 -1.0 -0.6 1.1
C -1.20006 -1.45082 -3.49238 0.3 2.0 -1.4
H 1.84897 2.20288 4.82932 0.5 -0.2 -0.8
H 4.24950 2.99142 4.58455 -0.4 0.9 -0.4
H 5.35684 2.77539 2.21668 -0.7 -1.1 0.9
H 4.27809 1.34147 0.58824 0.1 -0.5 -0.3
H 0.42288 -2.56490 3.45686 -0.1 0.7 0.8
H 0.33088 -4.04482 1.29127 -0.1 -0.5 0.4
H -0.45602 -3.17570 -1.65228 0.2 -4.7 -1.6
H -0.65209 1.23534 0.19089 0.2 0.3 0.2
H -0.82144 1.29442 -3.36140 0.2 -0.7 1.0
H -1.22973 2.09713 -1.91109 0.6 0.3 0.6
H -3.28449 1.69632 -2.08047 -1.8 1.6 1.7
H -2.91681 1.46006 -3.75547 0.1 0.6 0.4
H -3.40356 -0.48095 -1.72048 0.3 -0.4 -1.7
H -3.32156 -2.17703 -3.51820 0.9 1.5 -0.3
H -2.83126 -0.86475 -4.74102 -0.4 -0.1 1.0
H -0.85308 -2.34369 -3.92943 0.1 -1.4 -0.6
H -0.71890 -0.63072 -4.14161 -0.3 -1.1 1.1